Record 1
This record from the OMol25 dataset describes a structure of composition C6H11ClCoN3Nd at a distorted geometry. The level of theory is ωB97M-V with the def2-TZVPD basis set.

XYZ file:
```
23
Properties=species:S:1:pos:R:3:lowdin_spin:R:1
Nd 0.46 1.27 0.67 4.003
Cl -0.93 2.18 -1.41 0.021
C -1.18 -0.54 0.31 0.086
H -0.77 -0.83 1.31 0.010
H -1.71 -1.39 -0.14 0.015
H -1.90 0.30 0.48 0.010
Co -0.18 -0.42 -1.47 2.076
C 1.75 0.18 -1.42 0.089
C -0.94 -0.53 -3.34 -0.020
C 0.23 -2.12 -1.83 0.544
H -1.26 -1.52 -3.62 0.008
H -1.80 0.14 -3.46 0.002
H -0.23 -0.23 -4.12 0.005
H 2.32 -0.74 -1.18 0.008
H 1.90 0.38 -2.50 0.014
H 2.29 1.06 -0.97 0.025
H -0.61 -2.82 -2.06 0.044
H 1.27 -2.47 -1.96 0.041
N 0.47 1.38 3.04 0.003
C 0.37 1.66 4.19 0.009
N 0.29 2.17 5.34 0.004
C 0.15 1.62 6.52 0.001
N 0.03 1.26 7.63 0.001
```

As for the expectation value of S²: 15.829. As for the net charge: -1. As for the multiplicity: 8. For the gap between HOMO and LUMO (spin up / spin down), the calculation gives 5.01 / 8.38 eV. The value obtained for the LUMO energy (spin up / spin down) is 2.6 / 2.3 eV.

***

Record 2
This record from the OMol25 dataset describes a structure of composition C11H18CaClRu at a distorted geometry. The level of theory is ωB97M-V with the def2-TZVPD basis set.

XYZ file:
```
32
Properties=species:S:1:pos:R:3:nbo_charge:R:1
Ru 0.09 -0.18 -0.27 0.813
Cl -0.75 1.92 -1.03 -0.661
C -1.63 -1.19 -0.10 -1.080
H -1.40 -2.21 0.25 0.192
H -2.09 -1.27 -1.10 0.203
H -2.27 -0.66 0.58 0.195
Ca 0.15 0.46 -3.02 1.624
C -1.94 0.93 -3.96 -1.409
C 2.09 1.69 -3.29 -1.415
C 0.42 -1.58 -1.47 -1.038
H 2.77 1.56 -2.45 0.190
H 2.43 1.28 -4.24 0.155
H 1.66 2.69 -3.35 0.184
H -2.80 0.58 -3.39 0.190
H -1.90 2.02 -4.01 0.181
H -1.84 0.45 -4.96 0.147
H -0.31 -2.15 -2.07 0.160
H 1.41 -1.96 -1.75 0.157
C 1.44 -1.03 0.91 -0.668
C 0.84 -0.56 2.17 -0.125
C -0.06 -1.34 2.92 -0.290
C -0.81 -0.69 3.89 -0.208
C -0.63 0.67 4.15 -0.361
C 0.41 1.37 3.53 -0.216
C 1.25 0.71 2.65 -0.267
H 2.36 -0.53 0.64 0.208
H 1.39 -2.09 0.78 0.207
H -0.19 -2.40 2.67 0.196
H -1.59 -1.24 4.43 0.180
H -1.26 1.16 4.89 0.179
H 0.61 2.43 3.77 0.183
H 2.15 1.15 2.25 0.196
```

As for the expectation value of S²: 8.784. As for the net charge: -2. As for the multiplicity: 6. For the gap between HOMO and LUMO (spin up / spin down), the calculation gives 3.50 / 5.63 eV. The value obtained for the LUMO energy (spin up / spin down) is 5.6 / 5.4 eV.

***

Record 3
This record from the OMol25 dataset describes a cluster of 2 separate species, C6H10O3 in total at a distorted geometry. The level of theory is ωB97M-V with the def2-TZVPD basis set.

XYZ file:
```
19
Properties=species:S:1:pos:R:3:nbo_charge:R:1
C 0.43 -0.90 1.37 -0.175
C -0.53 1.84 0.51 -0.657
C -0.40 -0.08 -1.32 0.055
C -0.90 0.50 0.00 0.110
C 0.63 -1.01 -0.92 0.231
C -1.74 -0.24 -0.73 -0.292
O -0.20 0.73 -2.45 -0.693
O 0.44 -0.07 2.50 -0.712
O 1.84 -0.92 -1.51 -0.677
H 0.73 0.99 -2.48 0.473
H -0.46 0.22 2.67 0.466
H 2.46 -1.55 -1.12 0.493
H -0.32 -1.69 1.41 0.144
H 1.43 -1.33 1.34 0.149
H 0.33 -2.00 -0.58 0.172
H -2.41 -1.08 -0.60 0.210
H -1.06 2.08 1.43 0.216
H 0.54 1.91 0.72 0.238
H -0.79 2.58 -0.25 0.248
```

As for the net charge: 0. As for the multiplicity: 1. For the gap between HOMO and LUMO (spin up / spin down), the calculation gives 7.60 / 7.60 eV. For the energy above the lowest of the compared OMol25 structures with the same formula, charge and spin, the calculation gives 6.884 eV. The value obtained for the LUMO energy (spin up / spin down) is 0.4 / 0.4 eV.

***

Record 4
This record from the OMol25 dataset describes a cluster of 2 separate species, C5H15N in total at a distorted geometry. The level of theory is ωB97M-V with the def2-TZVPD basis set.

XYZ file:
```
21
Properties=species:S:1:pos:R:3:nbo_charge:R:1
C 1.15 -3.94 -0.67 -0.611
C 0.53 -2.59 -0.34 -0.402
C -0.87 -2.81 0.29 -0.602
H 2.22 -3.99 -0.87 0.211
H 0.68 -4.35 -1.56 0.202
H 0.96 -4.68 0.11 0.198
H 0.27 -2.13 -1.31 0.191
H 1.18 -1.88 0.16 0.203
H -1.34 -1.91 0.68 0.209
H -1.52 -3.16 -0.51 0.203
H -0.79 -3.51 1.13 0.199
C 0.91 2.72 0.25 -0.418
N -0.29 3.35 0.81 -0.613
C -1.42 3.31 -0.14 -0.419
H 0.60 1.75 -0.13 0.189
H 1.42 3.22 -0.58 0.163
H 1.61 2.68 1.08 0.200
H -0.14 4.32 1.01 0.345
H -1.47 2.34 -0.61 0.193
H -1.31 4.10 -0.89 0.163
H -2.32 3.63 0.38 0.197
```

Its SMILES is CCC.CNC. As for the net charge: 0. As for the multiplicity: 1. For the gap between HOMO and LUMO, the calculation gives 9.81 eV. For the energy above the lowest of the compared OMol25 structures with the same formula, charge and spin, the calculation gives 0.799 eV. The value obtained for the LUMO energy is 1.0 eV.

***

Record 5
This record from the OMol25 dataset describes a structure of composition C23H49F6N3O17S2V at a distorted geometry. The level of theory is ωB97M-V with the def2-TZVPD basis set.

XYZ file:
```
101
Properties=species:S:1:pos:R:3:mulliken_charge:R:1
O 0.58 3.59 -1.32 -0.427
V -0.63 2.64 -1.21 1.257
O -0.42 1.53 -2.26 -0.324
C 2.92 2.29 0.84 0.413
F 3.38 1.92 -0.33 -0.188
F 3.95 2.25 1.76 -0.250
F 2.52 3.59 0.82 -0.234
S 1.45 1.11 1.34 0.236
O 1.04 1.44 2.69 -0.789
O 0.48 1.41 0.31 -0.568
O 1.83 -0.31 1.26 0.113
C -4.24 1.47 1.86 0.660
F -3.74 0.37 2.54 -0.203
F -5.54 1.41 1.98 -0.229
F -3.85 2.57 2.45 -0.230
S -3.73 1.47 0.00 1.408
O -2.32 1.82 -0.09 -0.540
O -3.87 0.02 -0.37 -0.626
O -4.55 2.43 -0.74 -0.850
C -2.91 -1.15 -5.21 -0.503
C -2.22 -0.17 -4.17 0.571
O -1.02 -0.95 -3.90 -0.090
C -1.23 -2.16 -3.99 0.506
O -0.49 -3.03 -3.60 -0.555
O -2.48 -2.39 -4.64 -0.416
H -2.49 -1.11 -6.22 0.270
H -4.00 -1.14 -5.25 0.319
H -2.96 0.01 -3.38 -0.019
H -2.07 0.81 -4.61 -0.153
C -1.23 -1.77 -0.58 -0.023
O -0.39 -1.83 0.67 0.573
C -1.24 -1.44 1.72 -0.155
C -0.59 -1.32 3.08 -1.256
N 0.51 -2.26 3.23 0.516
C 1.02 -2.18 4.58 -1.299
C 2.05 -1.01 4.64 -0.465
O 2.91 -1.05 3.50 0.155
C 3.95 -0.04 3.65 -1.144
H -2.12 -2.40 -0.57 0.485
H -0.51 -2.19 -1.27 -0.411
H -1.50 -0.82 -1.04 -0.324
H -2.09 -2.09 1.90 0.523
H -1.76 -0.55 1.37 -0.707
H -1.39 -1.56 3.78 0.724
H -0.28 -0.27 3.13 0.228
H 0.01 -3.13 3.31 0.175
H 1.54 -3.11 4.80 0.331
H 0.22 -2.09 5.32 0.458
H 2.51 -0.98 5.62 0.542
H 1.39 -0.14 4.63 0.214
H 4.74 -0.29 4.36 0.377
H 3.49 0.94 3.72 0.343
H 4.55 -0.10 2.74 0.247
C 4.16 -3.97 3.72 -0.986
O 2.99 -3.89 2.87 0.127
C 2.59 -5.28 2.54 -0.918
C 1.21 -5.15 1.83 -1.093
N 1.28 -4.00 0.89 0.421
C 2.21 -4.35 -0.21 -1.138
C 2.23 -3.27 -1.32 -0.522
O 2.13 -1.98 -0.67 0.085
C 2.03 -1.02 -1.68 -0.061
H 4.57 -2.96 3.78 0.024
H 4.96 -4.60 3.33 0.366
H 3.86 -4.27 4.73 0.421
H 2.43 -5.83 3.47 0.455
H 3.23 -5.94 1.96 0.462
H 0.39 -5.03 2.54 0.377
H 1.03 -6.03 1.21 0.604
H 0.45 -4.15 0.35 0.006
H 1.99 -5.31 -0.68 0.462
H 3.18 -4.61 0.22 0.416
H 1.41 -3.48 -2.00 0.161
H 3.17 -3.23 -1.87 0.472
H 1.15 -1.18 -2.30 -0.022
H 2.84 -0.94 -2.41 0.448
H 1.98 0.02 -1.35 -0.360
C 0.78 3.37 -4.94 -1.034
O -0.36 3.43 -4.12 0.153
C -1.54 4.00 -4.59 -0.700
C -2.67 3.53 -3.70 -0.781
N -2.50 3.77 -2.23 -0.070
C -2.39 5.17 -1.67 -0.928
C -2.47 5.04 -0.18 -0.569
O -1.37 4.30 0.29 -0.051
C -1.16 4.22 1.73 -0.778
H 0.77 2.44 -5.52 0.309
H 1.68 3.33 -4.32 0.232
H 0.84 4.16 -5.68 0.342
H -1.71 3.68 -5.62 0.509
H -1.50 5.08 -4.47 0.429
H -2.92 2.48 -3.89 0.015
H -3.58 4.09 -3.91 0.551
H -3.28 3.38 -1.73 0.081
H -3.13 5.82 -2.13 0.460
H -1.41 5.61 -1.89 0.354
H -3.43 4.64 0.12 0.242
H -2.26 6.02 0.25 0.576
H -1.68 3.47 2.32 0.149
H -1.31 5.22 2.15 0.475
H -0.09 4.14 1.94 0.167
```

As for the net charge: -1. As for the multiplicity: 1. For the gap between HOMO and LUMO, the calculation gives 7.13 eV. For the energy above the lowest of the compared OMol25 structures with the same formula, charge and spin, the calculation gives 0.000 eV. The value obtained for the LUMO energy is 2.0 eV.

***

Record 6
This record from the OMol25 dataset describes the molecule C19H23N3O3S at a distorted geometry. The level of theory is ωB97M-V with the def2-TZVPD basis set.

XYZ file:
```
49
Properties=species:S:1:pos:R:3:nbo_charge:R:1
C -1.88 -3.09 -0.39 -0.657
C -0.62 -2.38 -0.05 0.048
C 0.62 -2.93 -0.38 -0.206
C 1.80 -2.27 -0.09 -0.172
C 1.77 -1.03 0.54 -0.172
C 3.01 -0.27 0.92 0.666
O 3.06 0.43 1.90 -0.588
N 4.04 -0.43 0.03 -0.591
C 5.32 0.10 0.09 0.101
C 5.79 0.89 1.14 -0.197
C 7.09 1.36 1.08 -0.236
C 7.88 1.03 -0.02 0.010
N 7.44 0.28 -1.02 -0.399
C 6.20 -0.17 -0.96 0.003
C 0.54 -0.49 0.90 -0.081
C -0.63 -1.15 0.59 -0.355
S -2.17 -0.37 1.08 2.332
O -1.84 0.87 1.73 -0.942
O -2.98 -1.31 1.81 -0.944
N -2.89 -0.14 -0.40 -0.707
C -4.32 -0.36 -0.51 -0.221
C -5.20 0.55 0.34 -0.421
C -4.67 1.98 0.52 -0.416
C -4.09 2.60 -0.76 -0.405
C -2.60 2.31 -0.90 -0.418
C -2.29 0.85 -1.26 -0.217
H -2.57 -3.04 0.45 0.257
H -1.69 -4.13 -0.64 0.218
H -2.36 -2.60 -1.24 0.233
H 0.66 -3.90 -0.86 0.218
H 2.74 -2.75 -0.33 0.214
H 3.85 -0.99 -0.79 0.402
H 5.15 1.13 1.97 0.259
H 7.49 1.97 1.87 0.222
H 8.90 1.37 -0.10 0.193
H 5.89 -0.78 -1.80 0.180
H 0.49 0.46 1.42 0.257
H -4.57 -0.25 -1.57 0.203
H -4.50 -1.40 -0.22 0.223
H -5.30 0.11 1.34 0.222
H -6.20 0.58 -0.11 0.204
H -5.50 2.59 0.88 0.212
H -3.90 1.97 1.28 0.223
H -4.64 2.25 -1.64 0.188
H -4.22 3.68 -0.70 0.215
H -2.18 2.94 -1.69 0.208
H -2.10 2.55 0.04 0.225
H -2.61 0.64 -2.28 0.200
H -1.21 0.69 -1.20 0.211
```

Its SMILES is Cc1ccc(C(=O)Nc2cccnc2)cc1S(=O)(=O)N1CCCCCC1. As for the net charge: 0. As for the multiplicity: 1. For the gap between HOMO and LUMO, the calculation gives 9.07 eV. For the energy above the lowest of the compared OMol25 structures with the same formula, charge and spin, the calculation gives 2.017 eV. The value obtained for the LUMO energy is 0.2 eV.